No. 1
Density functional theory data (the ωB97M-V functional and the def2-TZVPD basis) for C46H41LaN5O6PS3 as an isolated structure.

Calculated values
Frontier orbital gap   5.0 eV
E   -110760.082 eV
Relative energy (zero: lowest compared OMol25 entry of this formula, charge and spin)   57.9 kcal per mole

The geometry in ORCA input format:
```
! wB97M-V def2-TZVPD RIJCOSX def2/J DEFGRID3
* xyz -2 1
La -1.828 0.508 -0.844
O -5.228 1.126 2.481
C -4.436 1.571 3.470
C -4.924 1.557 4.778
C -4.155 2.032 5.823
C -2.881 2.535 5.582
C -2.385 2.537 4.290
C -3.140 2.057 3.224
C -2.601 2.041 1.838
O -3.340 1.622 0.869
N -1.398 2.536 1.701
N -0.914 2.500 0.406
C -0.124 3.474 0.134
C 0.377 3.806 -1.175
C 1.330 4.826 -1.288
C 1.820 5.237 -2.509
C 1.312 4.639 -3.669
C 0.337 3.676 -3.595
C -0.166 3.191 -2.353
O -1.068 2.288 -2.314
H -4.680 1.187 1.647
H -5.917 1.157 4.948
H -4.550 2.013 6.833
H -2.279 2.914 6.400
H -1.396 2.909 4.066
H 0.110 4.168 0.947
H 1.702 5.280 -0.373
H 2.565 6.020 -2.570
H 1.698 4.941 -4.637
H -0.066 3.225 -4.493
C -7.448 -0.316 -1.758
S -6.367 -1.774 -1.868
C -4.833 -1.008 -1.315
S -4.267 0.359 -2.230
N -4.368 -1.566 -0.261
N -3.158 -1.158 0.267
C -3.085 -1.369 1.572
C -1.989 -1.120 2.375
C -2.046 -1.176 3.792
C -1.085 -0.589 4.556
C -0.085 0.212 3.890
C 0.046 0.183 2.559
N -0.673 -0.821 1.771
H -8.414 -0.583 -2.185
H -6.982 0.490 -2.320
H -7.558 -0.035 -0.712
H -3.986 -1.739 2.063
H -2.928 -1.619 4.245
H -1.152 -0.584 5.636
H 0.499 0.919 4.468
H 0.751 0.795 2.013
O -1.849 -2.727 -2.818
S -0.910 -1.660 -2.617
O -1.188 -0.423 -3.339
O -0.588 -1.359 -1.199
C 0.696 -2.237 -3.155
C 0.889 -3.494 -3.699
C 2.183 -3.959 -3.878
C 3.261 -3.164 -3.508
C 3.057 -1.896 -2.988
C 1.764 -1.415 -2.801
P 1.368 0.302 -2.208
C 2.440 1.064 -3.517
C 1.820 1.147 -4.767
C 2.485 1.682 -5.855
C 3.784 2.152 -5.712
C 4.412 2.065 -4.480
C 3.747 1.518 -3.390
C 2.464 0.414 -0.741
C 2.905 1.677 -0.334
C 3.577 1.839 0.865
C 3.815 0.741 1.682
C 3.365 -0.512 1.296
C 2.691 -0.678 0.094
H 0.019 -4.087 -3.949
H 2.352 -4.947 -4.289
H 4.271 -3.542 -3.619
H 3.905 -1.280 -2.714
H 0.802 0.779 -4.857
H 1.986 1.754 -6.814
H 4.307 2.575 -6.562
H 5.425 2.435 -4.365
H 4.257 1.450 -2.438
H 2.695 2.534 -0.960
H 3.895 2.828 1.175
H 4.327 0.866 2.629
H 3.503 -1.358 1.957
H 2.298 -1.650 -0.178
C 2.373 -3.851 3.603
C 1.573 -4.134 2.321
C 2.526 -4.477 1.170
C 0.627 -5.316 2.581
C 0.768 -2.945 2.017
C 0.092 -1.968 1.837
H 2.943 -4.734 3.909
H 1.689 -3.567 4.404
H 3.066 -3.021 3.454
H 3.149 -5.337 1.432
H 3.180 -3.634 0.943
H 1.958 -4.711 0.269
H 1.197 -6.192 2.907
H 0.071 -5.569 1.677
H -0.090 -5.053 3.358
*
```

Mulliken population analysis, charges in e, atoms 1 to 2: La 1.729; O -0.803

No. 2
Density functional theory data (the ωB97M-V functional and the def2-TZVPD basis) for C14H23HgN2P as an isolated structure.

Calculated values
Frontier orbital gap   7.4 eV
E   -31330.899 eV
Relative energy (zero: lowest compared OMol25 entry of this formula, charge and spin)   3.2 kcal per mole

The geometry in ORCA input format:
```
! wB97M-V def2-TZVPD RIJCOSX def2/J DEFGRID3
* xyz 0 1
C -4.460 -1.329 -1.506
C -3.573 -2.349 -1.248
C -2.261 -2.025 -0.884
C -1.967 -0.690 -0.673
C -2.827 0.339 -1.012
C -4.124 0.000 -1.374
C -1.259 -3.134 -0.660
C 0.190 -2.915 -1.137
N 0.443 -3.186 -2.506
Hg -0.073 -0.142 0.078
C -2.351 1.769 -1.021
P -0.661 1.815 -1.590
H -3.814 -3.396 -1.317
H -4.810 0.798 -1.573
H -5.463 -1.595 -1.805
H -2.366 2.220 -0.019
H -2.932 2.412 -1.679
H -1.186 -3.360 0.421
H -1.621 -4.052 -1.144
H 0.552 -1.879 -0.980
C 0.050 3.489 -1.446
C -0.755 1.366 -3.344
H 0.874 -3.542 -0.544
C -0.269 -2.438 -3.515
C 1.835 -3.407 -2.822
H 1.922 1.199 1.138
H -0.051 -2.891 -4.491
H -1.350 -2.448 -3.330
H 0.064 -1.384 -3.556
H 1.928 -3.811 -3.841
H 2.416 -2.466 -2.767
H 2.260 -4.111 -2.094
H -1.290 2.167 -3.874
H 0.271 1.267 -3.735
H -1.292 0.415 -3.482
H -0.562 4.202 -2.042
H 0.075 3.787 -0.375
H 1.090 3.443 -1.845
H 1.537 -0.029 -0.407
N 1.103 1.007 3.221
C 1.480 1.049 2.123
*
```

Mulliken population analysis, charges in e, atoms 1 to 2: C -0.617; C -0.761

No. 3
Density functional theory data (the ωB97M-V functional and the def2-TZVPD basis) for a 5-piece molecular cluster, C4H13O7 overall.

Calculated values
Frontier orbital gap   8.9 eV
E   -18693.282 eV
Relative energy (zero: lowest compared OMol25 entry of this formula, charge and spin)   20.2 kcal per mole

The geometry in ORCA input format:
```
! wB97M-V def2-TZVPD RIJCOSX def2/J DEFGRID3
* xyz -1 1
O -1.278 0.635 -0.430
C -1.123 -0.491 0.113
O -1.763 -1.035 1.031
C -0.462 -1.565 -0.869
C 0.870 -1.107 -1.517
C 2.079 -1.144 -0.664
O 3.029 -1.890 -0.655
H -1.162 -1.658 -1.686
H -0.503 -2.511 -0.328
H 0.949 -1.627 -2.457
H 0.540 -0.073 -1.717
H 1.941 -0.515 0.262
H 0.766 1.406 -3.879
H -0.352 1.109 -2.937
O -0.157 1.131 -3.883
H -1.488 -0.668 2.688
H -1.397 0.675 3.519
O -1.149 -0.248 3.514
H 1.203 1.383 2.405
H 1.556 -0.053 2.880
O 1.920 0.753 2.480
H -1.120 2.748 -0.005
H -1.522 1.920 1.219
O -1.377 2.825 0.914
*
```

Mulliken population analysis, charges in e, atoms 1 to 2: O -0.727; C 0.631

No. 4
Density functional theory data (the ωB97M-V functional and the def2-TZVPD basis) for a 2-piece molecular cluster, C3H13N2O overall.

Calculated values
Frontier orbital gap   11.1 eV
E   -8341.617 eV
Relative energy (zero: lowest compared OMol25 entry of this formula, charge and spin)   54.5 kcal per mole

The geometry in ORCA input format:
```
! wB97M-V def2-TZVPD RIJCOSX def2/J DEFGRID3
* xyz 1 1
N -1.834 -1.115 0.417
C -1.401 0.138 0.949
C 0.141 0.117 1.101
N 0.659 -0.618 -0.013
C 2.119 -0.377 -0.148
H -2.674 -0.768 -0.156
H 0.453 -0.275 -0.979
H -1.984 -1.868 1.116
H -1.454 0.946 0.322
H -1.861 0.570 1.853
H 0.732 1.019 0.977
H 0.353 -0.393 2.121
H 0.214 -1.485 0.144
H 2.591 -0.698 0.780
H 2.376 0.732 -0.135
H 2.596 -0.791 -1.029
H -1.108 1.975 -2.410
H 0.316 1.191 -2.790
O -0.234 1.700 -2.120
*
```

Mulliken population analysis, charges in e, atoms 1 to 2: N -0.560; C -0.647

No. 5
Density functional theory data (the ωB97M-V functional and the def2-TZVPD basis) for a 2-piece molecular cluster, C5H8O overall.

Calculated values
Structure (SMILES)   CC=C=C=CO.[H][H]
Frontier orbital gap   9.0 eV
E   -7358.364 eV
Relative energy (zero: lowest compared OMol25 entry of this formula, charge and spin)   89.7 kcal per mole

The geometry in ORCA input format:
```
! wB97M-V def2-TZVPD RIJCOSX def2/J DEFGRID3
* xyz 0 1
C -2.254 0.855 -0.305
C -1.246 -0.007 -1.023
C 0.045 0.004 -0.776
C 1.279 -0.048 -0.471
C 2.495 -0.262 -0.010
O 3.026 0.269 1.122
H -2.256 1.863 -0.735
H -3.264 0.449 -0.413
H -2.033 0.950 0.763
H -1.604 -0.642 -1.830
H 3.209 -0.899 -0.520
H 2.323 0.730 1.602
H -0.231 -1.612 1.275
H 0.510 -1.650 1.321
*
```

Mulliken population analysis, charges in e, atoms 1 to 2: C -0.939; C -0.760

No. 6
Density functional theory data (the ωB97M-V functional and the def2-TZVPD basis) for C10H10BrClIn as an isolated structure.

Calculated values
Frontier orbital gap   3.7 eV
E   -98271.318 eV
Relative energy (zero: lowest compared OMol25 entry of this formula, charge and spin)   32.5 kcal per mole

The geometry in ORCA input format:
```
! wB97M-V def2-TZVPD RIJCOSX def2/J DEFGRID3
* xyz -1 1
C -1.202 1.641 0.723
C -1.784 0.596 1.435
C -0.866 0.208 2.499
H -2.783 0.182 1.256
C 0.325 1.039 2.323
C 0.097 1.905 1.249
H 0.703 2.778 0.962
H -1.677 2.240 -0.059
H -1.191 -0.235 3.459
H 1.208 1.008 2.962
In 0.267 -1.793 1.953
Br -1.390 -3.372 0.869
C 1.173 -1.430 -1.879
C 1.722 -0.116 -1.898
C 0.689 0.782 -2.260
H 2.734 0.152 -1.594
C -0.494 0.022 -2.522
C -0.188 -1.349 -2.286
H -0.893 -2.181 -2.263
H 1.696 -2.343 -1.570
H 0.759 1.870 -2.252
H -1.476 0.415 -2.794
Cl 2.571 -2.020 1.688
*
```

Mulliken population analysis, charges in e, atoms 1 to 2: C -0.221; C -0.590

No. 7
Density functional theory data (the ωB97M-V functional and the def2-TZVPD basis) for C19H19HgN3O7SeTe as an isolated structure.

Calculated values
Frontier orbital gap (spin up / spin down)   5.3 / 7.4 eV
E   -115627.336 eV
Relative energy (zero: lowest compared OMol25 entry of this formula, charge and spin)   1.7 kcal per mole

The geometry in ORCA input format:
```
! wB97M-V def2-TZVPD RIJCOSX def2/J DEFGRID3
* xyz -1 2
Hg -1.339 -0.835 -1.094
O 2.154 1.123 -3.283
C 1.213 0.440 -2.549
O 0.145 1.016 -2.279
C 1.588 -0.871 -2.165
C 2.833 -1.436 -2.549
C 3.155 -2.697 -2.153
C 2.244 -3.427 -1.348
C 1.054 -2.838 -0.995
N 0.700 -1.605 -1.385
C 0.070 -3.564 -0.077
O 0.258 -4.944 -0.265
O -1.173 -3.153 -0.132
H 1.755 1.992 -3.417
H 3.501 -0.846 -3.159
H 4.097 -3.140 -2.449
H 2.463 -4.422 -1.000
H -0.426 -5.354 0.278
N -4.560 -0.183 2.225
C -4.018 0.262 1.051
O -3.457 1.342 0.985
C -4.226 -0.648 -0.146
C -3.359 -0.273 -1.342
H -4.239 0.290 3.056
H -4.729 -1.170 2.321
H -5.297 -0.590 -0.384
H -4.043 -1.676 0.175
H -3.400 0.805 -1.495
H -3.732 -0.756 -2.245
O -0.125 -2.335 1.954
O 0.588 -3.387 1.342
C 1.607 0.830 1.128
Te -0.495 0.707 1.511
C -0.557 2.558 0.445
C 0.828 3.135 0.548
C 1.079 4.484 0.316
C 2.365 4.995 0.410
C 3.418 4.153 0.739
C 3.177 2.807 0.972
C 1.890 2.288 0.880
H 1.825 0.232 0.244
H 2.173 0.435 1.969
H -1.322 3.204 0.867
H -0.802 2.330 -0.591
H 0.253 5.139 0.064
H 2.543 6.049 0.235
H 4.424 4.545 0.822
H 3.996 2.148 1.233
Se -1.890 -2.800 1.966
C -2.002 -2.305 3.828
N -2.205 -2.055 4.937
*
```

Mulliken population analysis, charges in e, atoms 1 to 2: Hg 1.144; O -0.543

No. 8
Density functional theory data (the ωB97M-V functional and the def2-TZVPD basis) for a 3-piece molecular cluster, C5H10FNO2S overall.

Calculated values
Frontier orbital gap   9.7 eV
E   -24481.826 eV
Relative energy (zero: lowest compared OMol25 entry of this formula, charge and spin)   28.0 kcal per mole

The geometry in ORCA input format:
```
! wB97M-V def2-TZVPD RIJCOSX def2/J DEFGRID3
* xyz 0 1
C -3.060 0.514 1.160
C -2.268 0.169 2.416
C -3.126 -0.843 1.768
C 3.536 -0.141 -1.213
C 1.519 0.012 -2.236
N 2.375 0.317 -1.144
O 0.089 0.416 0.462
O 1.811 -0.777 1.801
F -4.314 -1.139 2.410
S 1.429 0.401 1.063
H -3.890 1.141 1.123
H -2.465 0.412 0.248
H -1.172 0.271 2.333
H -2.695 0.658 3.268
H 4.276 0.033 -0.420
H -2.914 -1.835 1.315
H 3.835 -0.659 -2.092
H 1.302 0.839 -2.890
H 1.973 -0.827 -3.006
H 0.605 -0.397 -1.892
*
```

Mulliken population analysis, charges in e, atoms 1 to 2: C -0.566; C -0.384